{"formula": "C8H11N3", "method": "ωB97M-V/def2-TZVPD", "smiles": "CC1=C[C@]2(CC1)N=NC(C)=N2", "energy_ev": -12941.4601, "lumo_ev": 0.0, "gap_ha": 0.3442, "symbols": ["C", "C", "C", "C", "C", "C", "N", "N", "C", "C", "N", "H", "H", "H", "H", "H", "H", "H", "H", "H", "H", "H"], "xyz": [[-2.751, 0.383, 2.256], [-1.568, 0.393, 1.326], [-1.009, -0.687, 0.769], [0.249, -0.335, -0.163], [0.548, 1.087, 0.434], [-0.758, 1.657, 1.040], [-0.405, -0.216, -1.424], [0.338, -0.740, -2.309], [1.575, -1.089, -1.767], [2.697, -1.485, -2.635], [1.583, -0.944, -0.470], [-2.173, -0.119, 2.992], [-3.564, -0.220, 1.891], [-3.089, 1.424, 2.545], [-1.521, -1.618, 0.737], [1.307, 0.749, 1.250], [0.959, 1.802, -0.303], [-1.004, 2.352, 0.246], [-0.491, 2.434, 1.846], [2.424, -2.161, -3.460], [3.310, -0.689, -2.918], [3.341, -1.978, -1.885]], "lowdin_charge": [-0.037, -0.287, 0.035, -0.446, -0.132, -0.146, 0.089, 0.079, -0.401, -0.023, 0.178, 0.073, 0.074, 0.103, 0.101, 0.144, 0.118, 0.101, 0.136, 0.092, 0.058, 0.089]}